Entry from the Open Molecules 2025 dataset: a cluster of 2 separate species, C3H6N2O2 in total (the ωB97M-V functional and the def2-TZVPD basis).

Each line ends with the Löwdin charge.
Atoms and positions in Å:
O (-0.18229, 0.82301, 1.85895)  0.0815
C (-0.67190, 0.33597, 0.87229)  -0.4788
C (-0.81370, 0.99910, -0.49440)  -0.0670
O (-1.45131, -0.01675, -1.28032)  -0.0118
C (-1.60732, -1.05228, -0.45098)  -0.1822
N (-1.21374, -0.96796, 0.76476)  0.1639
H (0.16840, 1.21488, -0.91736)  0.1213
H (-1.45238, 1.88431, -0.47023)  0.1400
H (-2.08486, -1.92232, -0.89443)  0.1438
N (2.13298, -0.23591, 0.05578)  0.0336
H (2.04670, 0.26695, 0.93527)  0.0140
H (3.08742, -0.10824, -0.26729)  0.0175
H (2.04200, -1.22076, 0.28796)  0.0242

Summary:
- SMILES = O=C1COC=N1.N
- orbital gap (eV) = 10.72
- HOMO (hartree) = -0.3720

---

Entry from the Open Molecules 2025 dataset: an isolated molecule of C3H6N2O2 at a distorted geometry (the ωB97M-V functional and the def2-TZVPD basis).

Each line ends with the Löwdin charge.
Atoms and positions in Å:
H (-3.20582, -0.12853, 0.86318)  0.0764
N (-2.21090, -0.35179, 0.58094)  0.0650
N (-1.81757, 0.31798, -0.38666)  -0.0305
C (-0.42789, 0.05886, -0.92147)  -0.3139
C (0.56908, 1.01602, -0.00430)  -0.0499
O (1.70379, 0.11005, 0.20677)  -0.1023
C (1.17518, -1.20990, 0.13972)  -0.1973
O (0.10443, -1.18056, -0.78880)  -0.0474
H (-0.42330, 0.39520, -2.01265)  0.1597
H (1.08132, 1.77465, -0.51187)  0.0954
H (0.14912, 1.42014, 0.86290)  0.0902
H (2.08454, -1.79120, -0.09658)  0.1398
H (0.79416, -1.62426, 1.04402)  0.1149

Summary:
- SMILES = [H]/N=N/[C@H]1COCO1
- orbital gap (eV) = 9.86
- HOMO (hartree) = -0.3344

---

Entry from the Open Molecules 2025 dataset: an isolated molecule of C3H6N2O2 (the ωB97M-V functional and the def2-TZVPD basis).

Each line ends with the Löwdin charge.
Atoms and positions in Å:
H (-1.33251, 0.50174, 0.37041)  0.0201
N (-1.61554, -0.07682, 1.15916)  0.1328
C (-0.72899, -0.87291, 1.57115)  -0.2970
O (0.55147, -1.07384, 1.16125)  -0.0533
C (1.10495, -0.19003, 0.20587)  -0.1125
C (0.28766, -0.12537, -1.09195)  -0.5395
N (-0.12710, 1.13072, -1.44286)  0.1495
O (0.01657, -1.12144, -1.72629)  0.0849
H (-0.94311, -1.56124, 2.38832)  0.1248
H (1.24774, 0.80240, 0.65530)  0.1283
H (2.08364, -0.61152, -0.03822)  0.1392
H (-0.69077, 1.23903, -2.27283)  0.1179
H (0.14598, 1.95928, -0.93931)  0.1048

Summary:
- SMILES = [H]/N=C\OCC(N)=O
- orbital gap (eV) = 10.86
- HOMO (hartree) = -0.3755

---

Entry from the Open Molecules 2025 dataset: an isolated molecule of C3H6N2O2 at a distorted geometry (the ωB97M-V functional and the def2-TZVPD basis).

Each line ends with the Löwdin charge.
Atoms and positions in Å:
H (2.92392, 1.03601, -0.78909)  0.0602
N (1.99984, 0.75408, -1.10738)  0.1542
C (1.12062, 1.17375, -0.31656)  -0.2779
O (-0.20193, 0.93309, -0.65292)  0.0196
C (-0.75225, -0.11295, 0.02233)  -0.4658
N (-2.10513, -0.12431, -0.14315)  0.1796
C (-0.03985, -1.27314, 0.48888)  -0.1767
O (0.13581, -0.23564, 1.41786)  -0.0871
H (1.23647, 1.75613, 0.59882)  0.1406
H (-2.59484, 0.69205, -0.46940)  0.1109
H (-2.63240, -0.96305, 0.02102)  0.1065
H (0.80959, -1.64663, -0.08353)  0.1179
H (-0.68745, -2.06895, 0.87050)  0.1182

Summary:
- SMILES = [H]/N=C/O[C@@]1(N)CO1
- orbital gap (eV) = 10.26
- HOMO (hartree) = -0.3421

---

Entry from the Open Molecules 2025 dataset: an isolated molecule of C3H6N2O2 (the ωB97M-V functional and the def2-TZVPD basis).

Each line ends with the Löwdin charge.
Atoms and positions in Å:
H (1.54409, 0.34847, -1.93578)  0.0670
N (1.65162, 0.31966, -0.92361)  0.1606
C (0.52373, 0.31140, -0.35206)  -0.5063
N (0.42082, 0.16517, 1.03343)  0.1126
C (1.43675, -0.30830, 1.84353)  -0.3055
O (1.32915, -0.37665, 3.04616)  0.0411
O (-0.65215, 0.48914, -1.00560)  -0.0517
C (-1.84711, -0.12659, -0.52669)  -0.0565
H (-0.40781, 0.47704, 1.51640)  0.1365
H (2.32084, -0.61760, 1.27110)  0.1308
H (-1.95914, -0.07114, 0.55842)  0.0766
H (-1.89153, -1.18021, -0.82324)  0.0993
H (-2.67802, 0.41152, -0.98226)  0.0954

Summary:
- SMILES = [H]/N=C(/NC=O)OC
- orbital gap (eV) = 10.66
- HOMO (hartree) = -0.3685

---

Entry from the Open Molecules 2025 dataset: an isolated molecule of C3H6N2O2 at a distorted geometry (the ωB97M-V functional and the def2-TZVPD basis).

Each line ends with the Löwdin charge.
Atoms and positions in Å:
H (0.96126, 0.90698, -0.45741)  0.0211
N (0.71022, 0.77245, -1.45585)  0.1285
C (-0.31933, 0.15309, -1.82551)  -0.2943
O (-1.25353, -0.53798, -1.09850)  -0.0538
C (-1.08763, -0.42526, 0.29877)  -0.1131
C (0.37014, -0.63612, 0.75362)  -0.5195
N (1.00309, 0.47914, 1.30022)  0.1131
O (0.95204, -1.68277, 0.59947)  0.1002
H (-0.61408, 0.10210, -2.87415)  0.1222
H (-1.45703, 0.55890, 0.61443)  0.1283
H (-1.68791, -1.21648, 0.75647)  0.1383
H (1.94893, 0.32686, 1.61892)  0.1191
H (0.47382, 1.19910, 1.76951)  0.1099

Summary:
- SMILES = [H]/N=C\OCC(N)=O
- orbital gap (eV) = 10.45
- HOMO (hartree) = -0.3610

---

Entry from the Open Molecules 2025 dataset: a cluster of 2 separate species, C3H6N2O2 in total at a distorted geometry (the ωB97M-V functional and the def2-TZVPD basis).

Each line ends with the Löwdin charge.
Atoms and positions in Å:
C (1.32953, 0.19605, 1.48612)  -0.0293
C (-0.73316, -0.10502, -0.66500)  -0.5430
C (-1.48366, -0.78694, 0.48681)  -0.0047
N (1.32345, 0.75919, -1.33894)  0.0070
N (0.43678, 0.58920, -0.33606)  -0.0989
O (2.46637, 0.46228, 1.48294)  0.1065
O (-1.05941, -0.16626, -1.83377)  0.0371
H (0.54844, -0.19695, 2.27586)  0.1407
H (-0.77317, -1.27135, 1.08137)  0.0226
H (-2.34318, -1.25221, 0.11908)  0.0590
H (-1.82648, 0.12513, 1.11803)  0.1199
H (1.13566, 0.06505, -2.14203)  0.1248
H (0.97883, 1.58182, -1.73441)  0.0583

Summary:
- orbital gap (alpha / beta) (eV) = 9.06 / 9.06
- HOMO (alpha / beta) (hartree) = -0.3275 / -0.3275

---

Entry from the Open Molecules 2025 dataset: an isolated molecule of C3H6N2O2 at a distorted geometry (the ωB97M-V functional and the def2-TZVPD basis).

Each line ends with the Löwdin charge.
Atoms and positions in Å:
N (-2.45397, 0.30014, -0.02687)  -0.0377
N (-1.53484, -0.69361, -0.05254)  -0.0017
C (-0.33277, -0.35027, -0.02554)  -0.3488
C (0.25861, 1.05009, 0.10396)  -0.1623
O (1.57191, 0.93557, -0.24838)  -0.0614
C (1.88860, -0.36616, 0.10020)  -0.2034
O (0.73181, -1.18488, -0.01090)  0.0410
H (-3.24691, 0.22080, -0.64108)  0.0737
H (-2.78012, 0.49735, 0.94244)  0.1060
H (0.04796, 1.33202, 1.16148)  0.1423
H (-0.37392, 1.70639, -0.53368)  0.1359
H (2.21529, -0.26429, 1.19278)  0.1530
H (2.74286, -0.74548, -0.56358)  0.1633

Summary:
- SMILES = N/N=C1\COCO1
- orbital gap (eV) = 9.24
- HOMO (hartree) = -0.3057

---

Entry from the Open Molecules 2025 dataset: an isolated molecule of C3H6N2O2 at a distorted geometry (the ωB97M-V functional and the def2-TZVPD basis).

Each line ends with the Löwdin charge.
Atoms and positions in Å:
H (-2.78122, -0.89605, -0.14535)  0.0242
N (-2.45379, 0.06350, -0.11517)  0.1353
C (-1.15080, -0.02032, 0.13704)  -0.5316
N (-0.52742, -1.20709, 0.15269)  0.1126
O (0.88895, -1.32347, -0.35062)  -0.0282
C (1.35345, -0.16724, 0.33580)  -0.2125
C (0.78132, 1.09812, -0.28828)  -0.1846
O (-0.55185, 1.13267, 0.03755)  -0.0047
H (-1.01985, -1.91383, -0.19218)  0.0899
H (1.00587, -0.03408, 1.37077)  0.1420
H (2.38607, 0.06996, 0.08544)  0.1301
H (0.97741, 2.05945, 0.35279)  0.1757
H (1.09187, 1.13837, -1.38047)  0.1520

Summary:
- SMILES = [H]/N=C1\NOCCO1
- orbital gap (eV) = 9.78
- HOMO (hartree) = -0.3296

---

| no. | M (g mol⁻¹) | E (eV) |
| --- | --- | --- |
| 1 | 102.09 | -10283.24020 |
| 2 | 102.09 | -10280.39536 |
| 3 | 102.09 | -10283.16160 |
| 4 | 102.09 | -10281.13285 |
| 5 | 102.09 | -10283.17116 |
| 6 | 102.09 | -10282.76117 |
| 7 | 102.09 | -10279.97533 |
| 8 | 102.09 | -10281.05568 |
| 9 | 102.09 | -10279.06052 |